A molecular structure, C20H34I2MnNOS3Sb, computed with wB97M-V/def2-TZVPD.

Each line ends with the Löwdin charge.
Cartesian coordinates (Å):
Mn: 0.416 -0.257 0.064  0.233
C: 2.005 0.729 3.805  -0.506
C: 2.604 1.593 2.693  -0.457
S: 1.883 1.569 1.022  0.854
C: 0.777 2.997 0.981  -0.487
C: -0.348 3.001 1.998  -0.487
S: -1.356 1.494 1.912  0.868
C: -1.784 1.271 3.658  -0.506
C: -0.754 0.589 4.546  -0.520
S: 0.775 1.508 4.888  0.904
H: 2.830 0.440 4.458  0.077
H: 1.589 -0.193 3.411  0.035
H: 3.638 1.287 2.533  0.079
H: 2.639 2.642 2.994  0.086
H: 0.389 2.971 -0.036  0.043
H: 1.379 3.901 1.091  0.099
H: -0.980 3.871 1.808  0.093
H: 0.045 3.077 3.010  0.029
H: -2.699 0.675 3.656  0.078
H: -2.057 2.246 4.063  0.087
H: -0.489 -0.394 4.155  0.059
H: -1.212 0.418 5.522  0.077
C: 0.826 -1.743 1.456  -0.305
C: 0.632 -3.216 1.244  -0.332
C: 0.549 -3.817 -0.009  -0.138
C: 0.347 -5.181 -0.152  -0.014
C: 0.212 -5.977 0.979  -0.226
C: 0.305 -5.404 2.246  -0.007
C: 0.520 -4.046 2.366  -0.029
C: -0.027 -7.381 0.835  -0.176
N: -0.216 -8.507 0.714  0.177
H: 1.881 -1.543 1.693  0.049
H: 0.238 -1.413 2.319  0.029
H: 0.612 -3.222 -0.912  0.015
H: 0.285 -5.629 -1.134  0.128
H: 0.206 -6.023 3.127  0.128
H: 0.596 -3.606 3.353  0.121
C: -2.199 -2.608 -2.058  -0.259
Sb: -1.979 -1.433 -0.306  1.413
C: -2.776 -2.722 1.179  -0.256
C: -3.585 -0.073 -0.547  -0.271
H: -3.239 -2.922 -2.129  0.027
H: -1.563 -3.487 -2.017  0.000
H: -1.942 -2.012 -2.930  0.005
H: -3.811 -2.935 0.921  0.022
H: -2.745 -2.238 2.154  0.013
H: -2.209 -3.649 1.221  0.005
H: -4.514 -0.605 -0.350  0.021
H: -3.585 0.288 -1.570  0.002
H: -3.484 0.768 0.132  -0.022
C: 0.576 2.757 -2.701  -0.076
C: 0.002 1.352 -2.581  -0.566
C: -1.385 1.275 -3.202  -0.049
O: -0.050 0.974 -1.228  -0.464
H: 0.779 3.007 -3.743  0.089
H: 1.510 2.843 -2.145  0.037
H: -0.133 3.496 -2.319  0.087
H: 0.664 0.649 -3.113  0.086
H: -2.079 1.899 -2.636  0.085
H: -1.755 0.249 -3.204  0.049
H: -1.378 1.623 -4.235  0.091
I: 2.583 -1.364 -1.382  0.488
I: 3.832 0.644 -2.537  0.284

**⟨S²⟩**: 6.207
**Energy**: -111388.0468 eV
**Charge**: +1
**Gap between HOMO and LUMO (alpha / beta)**: 6.83 / 6.95 eV
**E_HOMO (alpha / beta)**: -11.46 / -11.53 eV
**Spin multiplicity**: 5

A molecular structure, C34H39N8O2RuS, computed with wB97M-V/def2-TZVPD.

Each line ends with the Löwdin charge.
Cartesian coordinates (Å):
Ru: -0.020 0.047 0.476  1.409
O: 2.650 -6.054 -2.078  0.085
N: 3.508 -5.223 -1.853  -0.336
O: 4.694 -5.400 -2.035  0.088
C: 3.093 -3.898 -1.340  -0.049
C: 4.113 -3.010 -1.187  0.063
C: 3.857 -1.708 -0.734  -0.143
C: 4.858 -0.737 -0.570  0.020
C: 4.531 0.526 -0.150  -0.038
C: 3.179 0.818 0.108  -0.142
N: 2.206 -0.058 -0.014  0.001
C: 2.520 -1.343 -0.432  -0.168
C: 1.479 -2.272 -0.548  -0.173
N: 0.219 -1.850 -0.191  -0.127
C: -0.853 -2.703 -0.332  -0.153
C: -0.688 -3.962 -0.797  -0.062
C: 0.597 -4.436 -1.151  0.011
C: 1.713 -3.593 -1.031  -0.059
H: 5.118 -3.325 -1.429  0.137
H: 5.886 -1.000 -0.787  0.135
H: 5.278 1.295 -0.024  0.112
H: 2.896 1.822 0.401  0.099
H: -1.820 -2.314 -0.039  0.095
H: -1.546 -4.612 -0.894  0.112
H: 0.717 -5.436 -1.517  0.098
C: -4.524 -0.382 4.287  0.022
N: -3.357 0.078 3.575  -0.083
C: -2.766 1.334 3.968  0.025
C: -2.679 -0.771 2.602  -0.097
C: -1.290 -1.122 3.105  -0.248
C: -1.210 -1.835 4.300  -0.029
C: 0.018 -2.202 4.823  -0.043
C: 1.172 -1.863 4.130  -0.046
C: 1.085 -1.182 2.923  -0.124
C: -0.144 -0.775 2.380  -0.234
H: -5.193 0.457 4.479  0.120
H: -4.187 -0.774 5.256  0.128
H: -5.023 -1.168 3.729  0.113
H: -3.499 2.128 3.800  0.128
H: -1.860 1.505 3.399  0.078
H: -2.540 1.293 5.037  0.133
H: -2.610 -0.192 1.675  0.110
H: -3.306 -1.645 2.432  0.139
H: -2.114 -2.130 4.822  0.117
H: 0.074 -2.762 5.746  0.120
H: 2.140 -2.159 4.511  0.120
H: 2.007 -0.995 2.380  0.088
C: 1.832 1.754 -5.165  -0.052
C: 0.432 2.148 -4.722  -0.183
N: -0.159 1.211 -3.749  -0.057
C: -0.821 0.015 -4.293  -0.177
C: 0.055 -1.234 -4.287  -0.045
C: 0.016 1.350 -2.435  -0.383
C: 0.730 2.563 -1.927  0.008
N: -0.414 0.452 -1.572  -0.004
H: 2.261 2.545 -5.780  0.089
H: 1.825 0.841 -5.759  0.073
H: 2.491 1.594 -4.309  0.075
H: -0.246 2.171 -5.574  0.126
H: 0.421 3.149 -4.300  0.110
H: -1.123 0.264 -5.308  0.127
H: -1.750 -0.149 -3.741  0.121
H: 0.911 -1.116 -4.949  0.074
H: -0.523 -2.090 -4.637  0.092
H: 0.436 -1.471 -3.291  0.061
H: 0.195 3.469 -2.215  0.103
H: 1.738 2.625 -2.336  0.095
H: 0.795 2.528 -0.844  0.044
H: -0.873 -0.328 -2.025  0.042
N: 1.365 2.218 2.637  0.146
C: 0.250 2.687 2.067  -0.695
N: -0.479 1.985 1.217  -0.090
C: -1.632 2.705 0.839  -0.337
C: -2.638 2.267 -0.015  -0.050
C: -3.712 3.108 -0.263  -0.058
C: -3.788 4.376 0.317  -0.058
C: -2.786 4.824 1.160  -0.064
C: -1.720 3.971 1.411  -0.466
S: -0.346 4.265 2.447  1.156
H: 1.561 1.229 2.574  0.064
H: 1.847 2.747 3.344  0.122
H: -2.572 1.303 -0.503  0.085
H: -4.496 2.782 -0.932  0.115
H: -4.629 5.019 0.099  0.118
H: -2.833 5.809 1.607  0.122

**⟨S²⟩**: 8.801
**Energy**: -65306.7110 eV
**Charge**: +2
**Gap between HOMO and LUMO (alpha / beta)**: 5.05 / 4.88 eV
**E_HOMO (alpha / beta)**: -9.98 / -13.19 eV
**Spin multiplicity**: 6